[1]
A single C9H13Cl3NO4P molecule, computed with wB97M-V/def2-TZVPD.

## Properties
electronic energy: -2428.456780 a.u.
gap between HOMO and LUMO: 8.41 eV
max |F|: 3.563 eV Å⁻¹
SMILES: CCC1=C(Cl)[C@H](Cl)N(CC)C(OP(=O)(O)O)=C1Cl

Positions of all 31 atoms, in Å:
C -1.940 0.227 -2.163
C -2.239 0.965 -0.867
C -1.023 1.027 -0.008
C -0.393 2.233 0.290
Cl -1.009 3.778 -0.270
C 0.736 2.202 1.312
Cl 1.798 3.598 1.073
N 1.493 0.925 1.120
C 2.608 0.841 0.147
C 2.181 0.402 -1.242
C 0.673 -0.201 1.323
O 1.059 -1.302 2.060
P 1.775 -0.900 3.430
O 1.052 0.168 4.119
O 3.151 -0.246 3.122
O 1.957 -2.118 4.383
C -0.546 -0.204 0.671
Cl -1.574 -1.641 0.625
H -2.867 0.120 -2.747
H -1.470 -0.739 -1.974
H -1.259 0.826 -2.769
H -2.598 1.966 -1.084
H -3.047 0.481 -0.228
H 0.291 2.249 2.308
H 3.146 1.795 0.024
H 3.291 0.111 0.517
H 1.419 1.104 -1.612
H 3.046 0.388 -1.909
H 1.759 -0.588 -1.210
H 2.813 0.588 2.744
H 2.125 -1.649 5.219

***

[2]
A single C18H18N2O4S2 molecule, computed with wB97M-V/def2-TZVPD.

## Properties
electronic energy: -1903.604538 a.u.
gap between HOMO and LUMO: 8.66 eV
max |F|: 1.144 eV Å⁻¹
SMILES: CCCCn1c(SCC(=O)c2ccc(O)c(O)c2)nc2ccsc2c1=O

Positions of all 44 atoms, in Å:
C 0.179 3.362 2.272
C 0.245 4.449 1.203
C 1.526 4.415 0.365
C 1.506 3.430 -0.806
N 1.437 2.043 -0.386
C 0.297 1.317 -0.469
S -1.139 2.057 -1.144
C -2.175 0.570 -1.118
C -1.420 -0.567 -1.799
O -0.730 -0.356 -2.770
C -1.642 -1.929 -1.266
C -2.729 -2.278 -0.470
C -2.867 -3.580 -0.021
C -1.924 -4.541 -0.346
O -1.999 -5.840 0.081
C -0.827 -4.202 -1.154
O 0.101 -5.133 -1.478
C -0.706 -2.904 -1.613
N 0.162 0.087 -0.088
C 1.257 -0.537 0.410
C 1.320 -1.870 0.885
C 2.568 -2.188 1.309
S 3.705 -0.903 1.160
C 2.479 0.119 0.503
C 2.643 1.483 0.100
O 3.655 2.149 0.139
H 1.068 3.391 2.898
H -0.691 3.516 2.907
H 0.101 2.369 1.838
H -0.623 4.372 0.544
H 0.194 5.418 1.705
H 2.381 4.183 1.002
H 1.693 5.403 -0.068
H 0.660 3.634 -1.465
H 2.440 3.542 -1.365
H -3.072 0.823 -1.684
H -2.420 0.348 -0.082
H -3.489 -1.558 -0.215
H -3.716 -3.855 0.591
H -2.794 -5.964 0.611
H -0.163 -5.976 -1.083
H 0.131 -2.639 -2.238
H 0.477 -2.534 0.895
H 2.900 -3.126 1.710

***

[3]
A molecular structure, C30H42BNO2S, computed with wB97M-V/def2-TZVPD.

## Properties
electronic energy: -1796.413490 a.u.
gap between HOMO and LUMO: 2.55 eV
max |F|: 3.946 eV Å⁻¹

Positions of all 77 atoms, in Å:
C 0.394 1.383 -2.026
C -0.161 0.701 -0.760
C -1.572 0.154 -1.063
C -1.828 -1.226 -0.964
C -0.763 -2.278 -0.841
C -3.152 -1.643 -0.830
C -4.204 -0.732 -0.872
C -5.600 -1.166 -0.568
C -3.930 0.585 -1.241
C -2.627 1.022 -1.443
C -2.446 2.390 -2.028
H 1.448 1.119 -2.180
H -0.164 1.003 -2.893
H 0.291 2.474 -1.993
H 0.451 -0.206 -0.590
H -1.262 -3.264 -0.838
H 0.043 -2.332 -1.767
H -0.254 -2.188 0.133
H -3.368 -2.696 -0.657
H -6.236 -0.297 -0.358
H -6.041 -1.716 -1.413
H -5.626 -1.832 0.304
H -4.756 1.284 -1.391
H -3.426 2.849 -2.208
H -1.916 3.060 -1.346
H -1.907 2.375 -2.984
C 4.284 1.425 3.280
C 3.347 1.440 2.138
C 3.533 2.065 0.914
C 2.353 2.074 0.114
C 1.283 1.417 0.712
B 1.235 -2.972 -1.688
C -0.177 1.562 0.496
C -0.970 0.888 1.581
C -1.959 1.501 2.274
C -2.411 2.807 1.900
N -3.629 3.258 2.287
C -4.097 4.578 1.914
C -4.614 2.350 2.842
C -1.556 3.586 1.068
C -0.527 3.019 0.377
O 2.240 -2.391 -2.385
C 3.451 -2.889 -1.752
C 4.179 -3.728 -2.793
C 4.296 -1.667 -1.417
C 2.948 -3.758 -0.521
C 3.463 -5.185 -0.451
C 3.194 -3.118 0.844
O 1.522 -3.880 -0.719
S 1.826 0.628 2.159
H 5.006 2.241 3.188
H 3.746 1.540 4.230
H 4.846 0.483 3.332
H 4.464 2.547 0.634
H 2.300 2.566 -0.852
H -0.755 -0.171 1.777
H -2.451 0.980 3.097
H -3.391 5.350 2.246
H -4.229 4.667 0.824
H -5.065 4.732 2.403
H -4.899 1.565 2.119
H -4.230 1.862 3.747
H -5.501 2.935 3.096
H -1.782 4.645 0.904
H 0.123 3.650 -0.240
H 5.116 -4.125 -2.381
H 3.561 -4.561 -3.145
H 4.444 -3.108 -3.658
H 5.216 -1.954 -0.890
H 4.597 -1.162 -2.346
H 3.751 -0.936 -0.804
H 4.545 -5.216 -0.273
H 2.980 -5.691 0.393
H 3.226 -5.749 -1.361
H 4.269 -3.124 1.081
H 2.825 -2.086 0.918
H 2.682 -3.718 1.608

***

[4]
A molecular structure, C12H14N2O3Pb, computed with wB97M-V/def2-TZVPD.

## Properties
electronic energy: -993.110358 a.u.
gap between HOMO and LUMO: 6.98 eV
max |F|: 0.675 eV Å⁻¹
total charge: +2

Positions of all 32 atoms, in Å:
Pb -0.822 0.258 -2.937
C -2.913 3.536 -0.871
C -2.329 2.179 -0.615
O -1.767 1.598 -1.665
C -2.429 1.620 0.611
C -1.928 0.320 1.055
C -2.825 -0.745 1.612
N -0.678 0.149 1.128
N 0.502 0.057 1.211
C 1.223 -0.465 -0.004
O 0.627 -0.455 -1.068
C 2.547 -0.895 0.287
C 3.305 -1.468 -0.756
C 4.585 -1.899 -0.508
C 5.123 -1.766 0.774
C 4.385 -1.203 1.810
C 3.099 -0.765 1.580
H -3.028 3.701 -1.939
H -2.247 4.304 -0.473
H -3.878 3.654 -0.381
H -3.015 2.127 1.368
H -3.410 -0.305 2.422
H -2.270 -1.602 1.986
H -3.524 -1.057 0.836
H 2.868 -1.567 -1.740
H 5.175 -2.339 -1.299
H 6.133 -2.105 0.963
H 4.820 -1.103 2.795
H 2.529 -0.314 2.378
O -2.939 -1.018 -2.750
H -3.136 -1.879 -3.145
H -3.783 -0.552 -2.664

***

[5]
A molecular structure, C18H27BrNO4P2Tm, computed with wB97M-V/def2-TZVPD.

## Properties
electronic energy: -5399.231745 a.u.
spin multiplicity: 3
gap between HOMO and LUMO (spin up / spin down): 7.09 / 4.45 eV
⟨S²⟩: 2.058
max |F|: 3.906 eV Å⁻¹
total charge: +2

Positions of all 54 atoms, in Å:
Tm 0.529 0.332 -0.425
P 2.371 -1.675 -0.040
C 2.355 -2.200 -1.746
C 1.165 -2.101 -2.525
N 0.087 -1.337 -2.048
C -1.130 -1.559 -2.603
C -1.322 -2.457 -3.647
C -0.216 -3.021 -4.282
C 1.035 -2.789 -3.756
C -2.351 -0.841 -2.050
P -2.091 0.849 -1.335
H 1.946 -3.202 -4.186
H -2.343 -2.652 -3.979
H -0.346 -3.638 -5.166
H -3.107 -0.750 -2.847
H -2.802 -1.458 -1.251
H 1.377 2.699 -2.178
H 3.288 -2.491 -2.247
H -0.964 6.050 -1.232
O 1.359 1.715 -2.146
H 1.459 1.437 -3.089
H 1.280 2.028 1.950
O -0.608 5.237 -1.594
H -0.631 4.606 -0.860
C -2.477 1.883 -2.789
H -3.539 1.798 -3.060
H -2.250 2.932 -2.555
H -1.868 1.577 -3.649
C -3.664 0.983 -0.410
H -3.580 1.803 0.314
H -4.515 1.194 -1.077
H -3.868 0.055 0.140
C 2.519 -3.267 0.822
H 3.551 -3.625 0.702
H 2.264 -3.155 1.884
H 1.833 -3.977 0.344
C 4.003 -0.879 0.206
H 4.044 -0.514 1.243
H 4.802 -1.613 0.039
H 4.125 -0.025 -0.477
Br -0.347 3.588 3.065
C -0.172 1.989 4.132
C -0.125 2.144 5.504
C -0.053 1.023 6.335
C -0.108 -0.269 5.795
C -0.188 -0.467 4.420
C -0.140 0.681 3.585
C -0.062 0.527 2.184
O -0.621 -0.298 1.408
O 0.736 1.390 1.461
H -0.208 3.147 5.907
H -0.082 1.182 7.406
H -0.125 -1.134 6.458
H -0.225 -1.456 3.949

***

[6]
A gas-phase ion, C5H8N (charge +1), computed with wB97M-V/def2-TZVPD.

## Properties
electronic energy: -249.558662 a.u.
spin multiplicity: 3
gap between HOMO and LUMO (spin up / spin down): 8.14 / 7.17 eV
⟨S²⟩: 2.007
max |F|: 11.539 eV Å⁻¹
total charge: +1

Positions of all 14 atoms, in Å:
C -2.149 0.026 -0.649
C -2.153 0.011 0.645
C 0.352 -1.417 -0.003
C -0.921 0.601 0.008
C 1.500 0.660 0.001
N 0.307 -0.146 0.002
H -2.574 -0.157 -1.605
H -2.584 -0.196 1.593
H 1.297 -1.939 -0.009
H -0.558 -1.998 -0.003
H -0.737 1.667 0.020
H 1.513 1.300 -0.883
H 2.393 0.039 0.004
H 1.511 1.305 0.882